<a>
# C3H2N2O3

One molecule with the formula C3H2N2O3 (wB97M-V/def2-TZVPD, the Open Molecules 2025 dataset).

```
10
C3H2N2O3 | the Open Molecules 2025 dataset | wB97M-V/def2-TZVPD
C 1.35 -0.89 -0.47
C 0.43 0.13 -0.36
C -0.87 -0.13 0.30
H 0.51 -1.87 1.14
H 2.39 -0.82 -0.91
N 0.52 1.46 -0.80
N -0.45 2.14 -0.45
O 1.33 -1.90 0.36
O -1.37 1.00 0.36
O -1.06 -1.25 0.75
```

* 2S+1: 1
* HOMO energy: -10.08 eV
* total charge: 0
* LUMO energy: -0.03223 hartree
* SMILES: O=C1ON=N/C1=C/O

<b>
# C3H2N2O3

One molecule with the formula C3H2N2O3 (wB97M-V/def2-TZVPD, the Open Molecules 2025 dataset).

```
10
C3H2N2O3 | the Open Molecules 2025 dataset | wB97M-V/def2-TZVPD
C 0.05 -0.14 -0.17
C -0.77 -0.99 -0.72
C -0.59 0.96 -1.88
H -1.41 -1.62 -0.17
H -0.79 1.89 -2.51
N 0.57 -0.13 1.31
N -1.25 -0.27 -1.85
O -0.28 -0.66 2.20
O 1.79 0.17 1.52
O 0.35 0.93 -0.83
```

* 2S+1: 1
* HOMO energy: -10.55 eV
* total charge: 0
* LUMO energy: -0.04921 hartree
* SMILES: O=[N+]([O-])c1cnco1

<a> is favored, and the nearest alternative lies 2.151 eV above it.